{"formula": "C42H80F9N11O10S", "method": "ωB97M-V/def2-TZVPD", "charge": 5, "total_energy_ev": -116953.523, "multiplicity": 2, "e_lumo_ev": -11.01, "species": ["C", "O", "O", "C", "F", "F", "F", "C", "C", "H", "H", "H", "H", "H", "H", "C", "O", "O", "C", "F", "F", "F", "C", "C", "H", "H", "H", "H", "H", "H", "C", "C", "O", "N", "H", "H", "C", "H", "H", "H", "H", "H", "H", "C", "C", "O", "N", "H", "H", "C", "H", "H", "H", "H", "H", "H", "C", "C", "O", "N", "H", "H", "C", "H", "H", "H", "H", "H", "H", "C", "C", "N", "C", "C", "N", "C", "C", "H", "H", "H", "H", "H", "H", "H", "H", "H", "H", "H", "C", "C", "N", "C", "C", "N", "C", "C", "H", "H", "H", "H", "H", "H", "H", "H", "H", "H", "H", "C", "C", "N", "C", "C", "N", "C", "C", "H", "H", "H", "H", "H", "H", "H", "H", "H", "H", "H", "C", "C", "N", "C", "C", "N", "C", "C", "H", "H", "H", "H", "H", "H", "H", "H", "H", "H", "H", "C", "F", "F", "F", "S", "O", "O", "O"], "xyz": [[0.138, 0.033, -0.694], [-0.806, 1.030, -1.164], [1.371, 0.483, -1.226], [-0.031, -0.327, 0.775], [0.747, 0.312, 1.638], [-1.241, -0.032, 1.290], [0.144, -1.658, 1.037], [-2.244, 0.677, -1.319], [-2.986, 1.851, -1.947], [-4.064, 1.763, -2.079], [-2.910, 2.755, -1.343], [-2.591, 2.031, -2.947], [-2.774, 0.322, -0.436], [-2.338, -0.113, -2.064], [-0.052, -0.886, -1.248], [1.701, -1.670, 4.584], [0.454, -2.314, 4.890], [1.997, -1.148, 5.870], [2.779, -2.406, 3.657], [3.365, -3.335, 4.443], [2.249, -2.972, 2.543], [3.658, -1.638, 3.164], [-0.710, -2.130, 4.033], [-2.012, -2.560, 4.700], [-2.121, -2.040, 5.652], [-2.878, -2.474, 4.043], [-2.037, -3.602, 5.019], [-0.624, -2.518, 3.018], [-0.892, -1.056, 3.994], [1.470, -0.815, 3.948], [6.216, -2.479, -1.904], [4.862, -1.872, -2.062], [4.003, -2.189, -2.864], [4.479, -0.891, -1.027], [5.260, -0.586, -0.465], [4.117, -0.048, -1.449], [3.530, -1.556, -0.039], [6.993, -1.731, -1.747], [6.513, -2.961, -2.836], [6.286, -3.248, -1.135], [3.978, -2.356, 0.551], [2.698, -1.913, -0.646], [3.229, -0.705, 0.573], [2.323, 3.376, 0.172], [1.099, 3.887, -0.490], [0.308, 4.724, 0.036], [0.970, 3.422, -1.982], [1.893, 3.452, -2.391], [0.773, 2.431, -2.004], [-0.106, 4.263, -2.757], [3.195, 3.472, -0.475], [2.187, 2.319, 0.401], [2.530, 3.892, 1.109], [-0.982, 4.207, -2.111], [-0.221, 3.822, -3.747], [0.194, 5.307, -2.847], [-5.936, 1.793, -3.952], [-4.810, 1.394, -4.933], [-4.115, 0.380, -4.760], [-4.438, 2.458, -6.014], [-5.301, 2.971, -6.123], [-3.709, 2.990, -5.561], [-4.077, 1.877, -7.341], [-5.923, 0.906, -3.319], [-6.948, 1.902, -4.343], [-5.815, 2.669, -3.315], [-3.054, 1.508, -7.257], [-4.098, 2.699, -8.056], [-4.802, 1.137, -7.680], [-3.174, 2.817, 1.628], [-2.881, 2.587, 3.097], [-2.305, 3.810, 3.637], [-1.352, 4.663, 3.102], [-1.271, 5.794, 3.934], [-2.251, 5.679, 4.931], [-2.775, 4.387, 4.772], [-2.593, 6.592, 5.912], [-3.700, 1.995, 1.141], [-2.359, 3.144, 0.981], [-3.957, 3.573, 1.578], [-2.198, 1.740, 3.147], [-3.800, 2.410, 3.656], [-0.989, 4.514, 2.096], [-0.676, 6.695, 3.960], [-3.543, 3.966, 5.405], [-3.452, 7.206, 5.645], [-1.711, 7.163, 6.200], [-3.044, 6.058, 6.750], [3.197, 1.791, 3.577], [4.696, 1.640, 3.207], [5.343, 2.713, 2.589], [5.893, 3.832, 3.231], [6.425, 4.680, 2.267], [6.326, 4.053, 1.043], [5.681, 2.817, 1.249], [6.864, 4.541, -0.183], [3.040, 2.754, 4.062], [3.031, 1.007, 4.316], [2.511, 1.766, 2.730], [4.753, 0.718, 2.628], [5.199, 1.371, 4.136], [5.827, 3.901, 4.306], [6.872, 5.661, 2.329], [5.360, 2.133, 0.476], [6.130, 5.134, -0.728], [7.197, 3.733, -0.835], [7.789, 5.102, -0.044], [1.694, -6.717, 2.602], [0.595, -7.168, 1.574], [-0.313, -6.031, 1.311], [-1.148, -5.539, 2.252], [-1.854, -4.535, 1.618], [-1.330, -4.309, 0.388], [-0.370, -5.264, 0.156], [-1.777, -3.202, -0.514], [1.285, -6.370, 3.550], [2.313, -5.922, 2.186], [2.417, -7.498, 2.839], [-0.019, -7.948, 2.024], [1.048, -7.501, 0.640], [-1.255, -5.998, 3.223], [-2.581, -3.835, 2.003], [0.242, -5.411, -0.721], [-2.638, -3.616, -1.038], [-1.044, -3.002, -1.295], [-1.910, -2.344, 0.145], [-1.651, -3.060, -7.436], [-1.884, -2.410, -6.092], [-0.766, -2.506, -5.219], [-0.302, -1.422, -4.514], [0.733, -1.942, -3.731], [0.994, -3.258, -4.035], [0.005, -3.620, -4.931], [1.840, -4.201, -3.319], [-2.626, -3.163, -7.912], [-1.204, -4.038, -7.256], [-1.001, -2.482, -8.093], [-2.792, -2.744, -5.589], [-2.145, -1.377, -6.320], [-0.764, -0.447, -4.560], [1.383, -1.344, -3.110], [-0.144, -4.638, -5.262], [2.082, -3.873, -2.307], [2.757, -4.104, -3.901], [1.476, -5.227, -3.276], [-4.855, -0.952, 1.460], [-5.523, -0.254, 0.530], [-3.774, -1.603, 0.930], [-4.465, -0.127, 2.534], [-6.035, -2.175, 2.257], [-7.030, -1.339, 2.974], [-6.653, -2.919, 1.112], [-5.184, -2.987, 3.156]], "forces_ev_per_a": [[1.643, 0.907, -3.937], [-1.749, -0.117, 0.893], [-1.028, -0.352, 2.100], [-0.938, 0.039, 2.070], [1.946, 0.651, 0.025], [-0.770, -0.276, -0.947], [0.452, 0.578, -0.953], [0.088, -0.004, -0.743], [0.333, 0.707, 0.212], [0.094, -0.826, 0.323], [0.356, 0.122, 0.001], [0.253, 0.238, -0.065], [0.574, 0.217, 0.320], [0.381, -0.482, 0.052], [-0.737, -0.528, 0.202], [-2.918, 0.868, 1.240], [0.699, -1.384, -1.582], [1.540, -0.557, -2.511], [-2.594, -2.922, 3.483], [-0.016, 0.069, -1.088], [-0.801, -0.560, 0.530], [2.860, 2.953, -0.573], [-0.564, 1.063, 0.561], [0.698, -1.250, 0.820], [-0.300, 0.370, -0.271], [-0.032, 0.537, -0.003], [0.327, -0.299, -0.211], [0.468, -0.255, 0.234], [0.536, 0.465, -0.602], [-0.105, 0.862, 0.042], [0.524, 0.228, -0.876], [-0.739, -2.158, -2.045], [1.638, 1.162, 1.691], [0.397, -0.491, 1.092], [0.784, -0.115, -0.050], [-1.176, 0.183, -0.259], [-0.900, 0.971, -0.372], [-0.067, 0.152, 0.375], [-0.332, -0.102, -0.059], [-0.274, 0.135, 0.290], [0.440, 0.223, -0.321], [-0.032, 0.149, 0.351], [-0.425, -0.484, 0.233], [0.186, -0.295, 0.317], [-2.648, 3.853, 2.040], [3.231, -4.392, -3.377], [-1.244, 2.500, 0.634], [0.407, 0.521, -0.289], [-0.710, -1.624, 0.573], [0.878, -0.716, 0.861], [-0.022, -0.011, -0.161], [-0.097, -0.283, -0.265], [-0.297, 0.224, -0.173], [-0.039, -0.102, -0.408], [-0.099, -0.071, 0.275], [0.300, -0.224, 0.163], [0.340, -1.232, -0.363], [1.457, -2.480, 2.403], [-2.226, 4.091, -1.699], [-1.278, -2.330, 0.550], [-0.146, 0.906, 0.061], [0.253, 0.688, -0.271], [0.823, 0.565, -0.519], [-0.384, 0.172, 0.248], [0.099, -0.149, -0.625], [0.697, 0.225, -0.325], [-0.305, -0.278, -0.200], [0.113, -0.031, 0.002], [0.106, -0.073, 0.444], [-1.682, 0.489, -0.529], [0.355, -0.542, -1.197], [0.157, 2.153, 2.366], [-0.350, 1.413, 0.940], [-1.395, -1.017, -0.144], [1.103, -5.940, -3.659], [0.473, 2.187, -0.770], [-1.217, 1.357, 2.346], [0.434, -0.494, 0.342], [0.294, -0.171, 0.345], [0.138, 0.481, -0.104], [0.055, 0.100, 0.674], [0.170, -0.314, -0.132], [0.387, -0.012, 0.381], [0.081, -0.167, -0.545], [0.046, 0.009, -0.006], [0.422, 0.473, -0.615], [-0.364, 0.101, 0.185], [0.642, -0.103, 0.369], [0.860, 0.875, 0.068], [-1.867, -2.525, 1.485], [2.863, 2.961, -3.319], [-0.524, 0.086, -1.069], [-0.393, -1.273, 0.433], [-1.783, -3.215, 2.301], [0.272, 2.573, 1.620], [0.646, 0.222, -1.702], [-0.035, -0.023, 0.227], [-0.461, 0.050, -0.200], [0.104, -0.390, 0.006], [0.427, 0.207, -0.445], [0.310, 0.336, -0.030], [0.052, 0.254, -0.104], [0.097, -0.153, 0.259], [0.262, 0.119, 0.119], [0.106, 0.146, 0.129], [-0.309, -0.263, 0.154], [-0.291, 0.254, 0.415], [-0.059, -0.136, -0.627], [0.970, 0.514, 1.234], [1.014, 0.798, -2.159], [-1.293, 0.502, -1.185], [0.192, 0.838, 1.355], [1.632, -1.261, -0.917], [-1.079, -0.235, 2.500], [0.243, -1.488, 0.290], [-0.199, -0.036, -0.122], [-0.202, 0.241, -0.128], [-0.372, -0.357, -0.124], [0.089, -0.117, -0.308], [-0.227, -0.023, 0.077], [-0.087, 0.141, -0.093], [-0.338, -0.273, 0.155], [-0.239, 0.021, 0.140], [-0.464, 0.704, 0.329], [0.376, -0.055, 0.330], [-0.479, -0.173, -0.591], [-0.192, -0.559, 0.212], [-1.736, 0.345, -1.507], [2.264, -1.123, 1.158], [1.569, -2.367, 1.327], [0.248, 1.869, -0.499], [-4.418, 0.375, -0.915], [0.066, 1.996, 0.661], [1.477, 0.387, -0.561], [0.192, -0.252, -0.172], [-0.204, -0.164, -0.520], [0.047, 0.014, 0.180], [0.156, -0.611, 0.049], [0.596, 0.359, 0.547], [0.179, -0.197, -0.005], [0.024, -0.168, 0.292], [-0.116, 0.189, -0.222], [-0.406, 0.256, -0.130], [0.347, -0.864, 0.404], [-0.250, 0.269, -0.416], [-1.899, -1.069, 2.488], [1.534, 0.258, 0.222], [-0.277, 1.404, 0.032], [0.485, -0.426, -2.390], [-3.868, -2.058, 0.785], [2.437, -0.712, -1.436], [2.194, 1.620, 1.641], [0.061, 1.239, -1.541]], "lowdin_charge": [-0.403, -0.121, -0.258, -0.536, 0.133, 0.130, 0.100, -0.191, -0.068, 0.064, 0.067, 0.057, 0.093, 0.109, 0.105, -0.285, -0.062, 0.161, -0.582, 0.169, 0.119, 0.193, -0.232, -0.045, 0.095, 0.059, 0.084, 0.078, 0.107, 0.136, 0.050, -0.372, 0.143, 0.105, 0.162, 0.168, 0.034, 0.107, 0.118, 0.121, 0.115, 0.088, 0.088, 0.000, -0.274, 0.112, 0.115, 0.160, 0.098, 0.057, 0.086, 0.067, 0.103, 0.081, 0.097, 0.109, 0.033, -0.297, 0.110, 0.096, 0.174, 0.177, 0.028, 0.102, 0.113, 0.104, 0.103, 0.118, 0.125, -0.066, -0.146, -0.055, 0.000, 0.037, -0.096, 0.064, -0.014, 0.066, 0.058, 0.100, 0.119, 0.141, 0.091, 0.138, 0.174, 0.123, 0.122, 0.118, -0.028, -0.194, -0.054, 0.056, 0.038, -0.092, 0.031, -0.003, 0.088, 0.074, 0.046, 0.111, 0.150, 0.153, 0.156, 0.134, 0.108, 0.107, 0.123, -0.047, -0.117, -0.061, 0.026, 0.004, -0.070, 0.029, 0.032, 0.079, 0.058, 0.089, 0.137, 0.125, 0.160, 0.132, 0.137, 0.120, 0.071, 0.064, -0.038, -0.206, -0.047, 0.027, -0.034, -0.062, 0.072, 0.006, 0.101, 0.076, 0.097, 0.143, 0.113, 0.134, 0.102, 0.171, 0.081, 0.103, 0.113, -0.579, 0.111, 0.048, 0.042, 0.525, -0.326, -0.357, -0.363]}